Here is a molecular structure, C35H37Cl3CsGeN10O2S in a non-equilibrium geometry from the Open Molecules 2025 dataset. Energies are from the ωB97M-V functional and the def2-TZVPD basis.

Structure (XYZ):
```
90
Properties=species:S:1:pos:R:3:forces:R:3:lowdin_charge:R:1
Cs 0.88970 0.54845 0.09229 -1.3328 -0.0067 0.0714 0.94
C -2.51591 1.97452 2.49929 0.0425 0.0490 0.0192 -0.19
C -2.66367 2.73354 1.17611 0.0654 -0.0103 -0.0619 -0.10
C -1.39869 3.37257 0.65152 -0.0573 -0.0140 -0.0042 -0.30
C -0.68314 4.25458 1.45890 0.0531 0.0052 -0.0007 -0.02
C 0.44063 4.88370 0.95912 -0.0311 0.0108 0.0319 -0.05
C 0.83437 4.61174 -0.34151 0.0246 -0.0402 0.0341 -0.09
C 0.07575 3.71900 -1.06977 -0.0219 -0.0757 0.0025 -0.19
N -1.02503 3.10712 -0.60517 -0.0828 0.1362 0.0058 0.06
N -2.17807 0.55957 2.34613 -0.0223 0.1144 -0.0073 -0.15
C -3.35615 -0.14787 1.87146 0.0090 -0.0754 0.0534 -0.15
C -3.16719 -1.60581 1.52340 0.1131 0.0133 -0.1009 -0.28
C -4.30293 -2.39800 1.38823 -0.0815 0.0422 0.0159 -0.04
C -4.16831 -3.70977 0.98386 -0.0398 -0.0454 -0.0412 -0.07
C -2.89633 -4.19886 0.73755 0.0660 0.0023 0.0127 -0.06
C -1.82379 -3.34277 0.91475 -0.0953 0.0372 0.0712 -0.13
N -1.94092 -2.06979 1.29776 0.0002 -0.0122 -0.0419 0.14
C -1.77551 0.01012 3.63536 -0.0066 -0.0067 -0.1492 -0.14
C -0.43419 0.47632 4.15426 -0.0036 0.0275 -0.0399 -0.26
C -0.13959 0.29425 5.50298 -0.0341 -0.0032 0.0383 -0.03
C 1.10862 0.65120 5.97708 -0.0259 -0.0170 0.0335 -0.06
C 2.02705 1.19577 5.09361 -0.0125 0.0144 -0.0105 -0.06
C 1.64192 1.35866 3.77513 -0.0171 -0.0355 0.0041 -0.14
N 0.44167 1.00552 3.30518 0.0510 0.0140 -0.0570 0.08
H -3.45409 2.07136 3.07233 -0.0059 -0.0089 0.0337 0.12
H -1.73204 2.44259 3.09454 -0.0038 -0.0088 0.0116 0.10
H -3.39949 3.52899 1.32388 -0.0110 0.0085 -0.0166 0.13
H -3.06840 2.07320 0.40830 0.0241 0.0491 -0.0245 0.08
H -1.01398 4.44323 2.47214 0.0010 0.0056 -0.0002 0.12
H 1.01116 5.56601 1.57559 0.0006 -0.0032 0.0096 0.12
H 1.73021 5.03252 -0.77398 0.0130 -0.0107 -0.0148 0.07
H 0.40422 3.45192 -2.06774 -0.0454 0.0100 -0.0630 0.08
H -3.73219 0.33535 0.96709 0.0487 0.0026 0.0403 0.10
H -4.16924 -0.07193 2.61670 -0.0422 -0.0347 0.0024 0.13
H -5.27978 -1.97332 1.58670 0.0024 -0.0112 0.0171 0.11
H -5.04010 -4.33820 0.85528 0.0019 -0.0079 0.0101 0.11
H -2.73160 -5.21902 0.41872 -0.0032 0.0026 -0.0030 0.11
H -0.81626 -3.69665 0.74641 0.0237 -0.0188 0.0123 0.08
H -1.72747 -1.07526 3.53275 0.0283 0.0019 0.0052 0.12
H -2.53857 0.22421 4.40478 -0.0137 -0.0111 0.0049 0.13
H -0.88641 -0.13033 6.16252 0.0079 0.0039 0.0069 0.11
H 1.36102 0.50871 7.02005 -0.0041 -0.0024 0.0006 0.11
H 3.01725 1.49022 5.41152 0.0014 0.0051 0.0040 0.11
H 2.32951 1.78227 3.05369 0.0178 0.0098 -0.0206 0.04
C -1.23705 2.25692 -4.09594 0.0869 -0.1433 0.0456 -0.01
C -0.48185 1.14326 -3.41281 -0.1726 0.1678 -0.0602 -0.27
N -1.02300 0.33344 -2.58408 0.0607 -0.0494 0.1337 0.06
N -2.30643 0.68943 -2.20863 -0.1377 0.2809 -0.0144 -0.04
C -3.26579 -0.23647 -2.01650 -0.0217 -0.1403 0.0586 -0.91
N -4.42972 0.29755 -1.51613 0.0180 -0.0589 0.0653 0.07
S -3.11512 -1.85847 -2.33765 -0.0503 0.1525 0.0137 0.65
C 0.94702 0.88054 -3.73846 0.1075 -0.2534 -0.0122 -0.24
C 1.67449 1.71743 -4.57011 -0.1206 0.1384 0.0547 -0.04
C 2.97809 1.38455 -4.89556 0.1073 0.1015 -0.1792 -0.09
C 3.50222 0.20796 -4.41477 0.0096 -0.1380 0.0656 -0.06
C 2.70950 -0.55745 -3.56516 -0.0757 0.0105 0.3291 -0.14
N 1.47852 -0.22805 -3.19352 0.2006 0.0800 -0.4428 0.11
H -2.26937 1.94222 -4.24168 -0.0058 -0.0032 0.0094 0.08
H -0.81304 2.48480 -5.06854 0.0730 0.0246 -0.0117 0.08
H -1.25318 3.17060 -3.50094 0.0294 0.0300 0.0292 0.08
H -2.37669 1.62149 -1.79537 0.0208 -0.1448 -0.0443 0.11
H -4.63616 1.26501 -1.71213 -0.0100 0.0101 -0.0225 0.10
H -5.21407 -0.33309 -1.55664 0.0244 0.0248 -0.0014 0.08
H 1.26507 2.64823 -4.93155 -0.0805 -0.0028 -0.0189 0.11
H 3.56929 2.04784 -5.51358 -0.0162 -0.0195 0.0357 0.12
H 4.50910 -0.10507 -4.65278 0.0065 -0.0152 0.0081 0.11
H 3.10285 -1.47044 -3.12936 0.0119 -0.0260 0.0219 0.11
Cl 6.39671 2.13206 -0.86829 0.0067 -0.0172 0.0226 0.09
Ge 4.27232 1.69900 -1.07933 -0.0761 0.2424 -0.0293 0.05
Cl 3.62786 3.64532 -2.42042 0.0072 -0.1578 0.0671 -0.07
Cl 3.35817 2.55737 0.78572 0.3484 0.2965 0.0632 0.06
C 5.11913 -2.40456 -0.28674 0.0194 -0.0884 0.0272 -0.04
O 5.22003 -1.01535 -0.63297 -0.0356 0.0288 -0.1164 -0.12
C 4.20224 -0.24264 -0.23904 0.1760 -0.0935 0.0256 -0.69
O 3.26138 -0.68459 0.38656 0.7620 -0.2978 0.0751 -0.25
H 6.03326 -2.86574 -0.64662 -0.0006 0.0005 -0.0041 0.09
H 4.24956 -2.85356 -0.76808 0.0155 0.0157 -0.0135 0.08
H 5.02986 -2.53052 0.79131 0.0140 0.0283 -0.0013 0.10
N 2.78130 -6.34824 1.38909 0.0502 -0.0520 0.0553 0.16
C 2.22867 -5.61613 0.69816 -0.1198 0.1441 -0.1519 -0.18
C 1.53715 -4.69799 -0.16975 0.0142 -0.0923 0.0736 -0.22
C 0.81151 -5.15076 -1.27039 0.0110 -0.1228 0.0323 -0.02
C 0.16621 -4.22258 -2.05963 -0.0036 0.0355 -0.0356 -0.04
C 0.28324 -2.87404 -1.74132 0.0014 0.1315 0.0286 -0.16
N 0.98282 -2.43602 -0.69404 0.0076 -0.1883 0.0000 0.02
C 1.58302 -3.33050 0.08304 0.1345 0.0627 -0.1158 -0.13
H 0.76156 -6.21013 -1.48596 -0.0073 0.0041 -0.0037 0.12
H -0.42086 -4.52324 -2.91593 -0.0055 -0.0100 -0.0022 0.11
H -0.20383 -2.10991 -2.33714 0.0326 -0.0425 0.0340 0.05
H 2.14997 -2.94911 0.92481 -0.0193 0.0409 0.0117 0.12
```
Positions in Å, forces in eV/Å.

The HOMO-LUMO gap (alpha / beta) comes out at 6.5 / 8.0 eV. The value obtained for the HOMO energy (alpha / beta) is -6.6 / -8.4 eV. The calculation puts the energy relative to the best compared isomer or geometry (same formula, charge and spin) at 0.100 eV. The spin multiplicity is 2. The LUMO energy (alpha / beta) is -0.155 / -0.453 eV. The total energy is -161361.36901 eV.


Here is a molecular structure, C35H37ClEuO4P2 in a non-equilibrium geometry from the Open Molecules 2025 dataset. Energies are from the ωB97M-V functional and the def2-TZVPD basis.

Structure (XYZ):
```
80
Properties=species:S:1:pos:R:3:forces:R:3:lowdin_charge:R:1
Eu -1.15858 -1.69890 -1.88551 0.2946 -0.3104 -0.6811 1.51
C 0.77416 2.57609 0.30052 -0.2764 0.4667 0.1084 -0.13
C 1.30278 2.78153 -0.91508 -0.3615 0.1956 0.1968 -0.11
C 2.71415 2.49722 -1.37842 0.0965 1.0218 -0.4034 -0.21
C 3.02028 0.99957 -1.53566 0.4428 0.3392 0.1558 -0.19
C 2.90064 0.07751 -0.34958 0.0959 -0.2556 0.4487 -0.12
C 2.65662 0.40362 0.92741 -0.2544 -0.6412 0.2138 -0.12
C 2.86141 1.75138 1.50667 -0.9785 1.1928 -0.0871 -0.19
C 1.52162 2.55961 1.60705 0.4673 -0.7104 0.5795 -0.17
C -0.32902 -3.55150 -0.52104 -0.2484 -0.2957 -0.1056 -0.39
H -0.30407 2.39358 0.44344 0.4211 1.0522 -0.4383 0.08
H 0.68642 3.25290 -1.69728 -0.2507 -1.0523 0.1996 0.10
H 3.47066 3.02557 -0.79584 0.0260 -0.0719 -0.1060 0.10
H 2.76095 2.94612 -2.38862 0.2950 -0.2769 0.3200 0.10
H 2.29171 0.67915 -2.29480 0.2556 -0.3873 0.1406 0.08
H 4.02635 0.87252 -1.96164 -0.2198 0.1091 -0.2218 0.11
H 3.11008 -0.96968 -0.60958 -0.9222 0.1522 0.0880 0.10
H 2.19955 -0.28826 1.65814 0.8814 -0.3185 -0.5872 0.12
H 3.50562 2.29775 0.81842 0.1518 0.0280 0.6728 0.08
H 3.32429 1.71156 2.50548 -0.0202 -0.1667 -0.4065 0.12
H 0.83446 2.17421 2.39283 0.5814 -0.1103 -0.3887 0.11
H 1.78044 3.58144 1.96490 -0.2887 -0.3775 -0.5274 0.12
H -0.91729 -3.81077 0.38226 0.4771 0.4226 -0.2938 -0.06
H 0.59284 -2.96449 -0.25792 -0.4048 -0.7743 0.1544 -0.06
H -0.09212 -4.52138 -0.99396 0.3631 0.4119 0.1028 -0.08
P 2.03393 -1.31247 -8.78351 -0.3836 -0.2975 -0.3678 1.00
P 3.85023 -3.80388 -7.78942 -0.0515 -0.6545 -0.6389 0.99
C 3.83623 -1.15493 -8.62775 0.7011 -1.0295 0.5823 -0.33
C 4.59781 -2.23137 -8.29762 -0.6797 1.2185 -0.5114 -0.35
C 1.79226 -0.56657 -10.45917 -0.1416 0.1754 -0.2074 -0.39
C 2.69936 0.30663 -11.08275 -0.4031 -0.0619 -0.2665 -0.09
C 2.43664 0.80187 -12.36932 -0.0442 -0.2231 0.1895 -0.08
C 1.27375 0.42102 -13.04674 -0.0711 -0.1922 0.4043 -0.09
C 0.36562 -0.45793 -12.43563 0.2925 0.1028 0.0765 -0.09
C 0.62987 -0.95675 -11.15876 0.3906 0.2754 0.1147 -0.11
C 1.50644 -0.01848 -7.60617 0.2372 0.3693 0.0284 -0.38
C 1.71291 -0.30224 -6.24164 -0.2697 0.3220 -0.3086 -0.11
C 1.33617 0.62797 -5.27721 -0.0346 0.0999 -0.1346 -0.10
C 0.79821 1.86303 -5.66088 0.0470 -0.1693 -0.2141 -0.09
C 0.61161 2.14529 -7.01848 -0.0023 -0.0958 0.2579 -0.08
C 0.94930 1.20478 -7.99484 0.0337 -0.0532 0.4877 -0.08
C 4.94958 -4.90522 -8.81755 0.0918 -0.1926 -0.0997 -0.37
C 4.80173 -4.83731 -10.22090 0.2679 -0.1305 0.3214 -0.11
C 5.59678 -5.62660 -11.05627 0.0788 0.0345 0.2940 -0.09
C 6.55274 -6.49202 -10.50521 -0.2407 0.1370 0.2468 -0.10
C 6.69120 -6.58005 -9.11591 -0.2275 0.1925 -0.0995 -0.09
C 5.88260 -5.80264 -8.27466 0.0050 0.1651 -0.2914 -0.09
C 4.54134 -4.00771 -6.11765 -0.0775 0.0783 0.3112 -0.42
C 3.92345 -4.97928 -5.30447 0.5294 0.3031 -0.1343 -0.12
C 4.43603 -5.24151 -4.03782 0.1435 0.0327 0.0803 -0.09
C 5.54329 -4.53105 -3.55536 -0.2234 -0.0036 -0.3569 -0.08
C 6.10980 -3.52724 -4.34304 -0.0859 0.0337 0.0132 -0.08
C 5.59848 -3.24164 -5.61247 -0.0198 -0.5005 0.3098 -0.09
H 4.25309 -0.16275 -8.79404 0.3327 -0.2614 -0.1175 0.07
H 5.68469 -2.21105 -8.36131 -0.0344 0.3418 0.1442 0.08
H 3.61881 0.59444 -10.57311 -0.2825 0.0099 -0.2077 0.09
H 3.15371 1.47787 -12.84272 -0.2643 -0.2284 0.1436 0.10
H 1.07224 0.79906 -14.04775 0.0593 -0.0681 0.2236 0.10
H -0.54200 -0.76936 -12.95436 0.2710 0.1186 0.0874 0.10
H -0.05482 -1.66187 -10.68064 0.1546 0.2168 -0.1926 0.10
H 2.18106 -1.24545 -5.95331 -0.1581 0.1701 -0.0326 0.10
H 1.47351 0.39693 -4.22060 0.0576 0.1233 -0.2387 0.07
H 0.54218 2.60275 -4.90070 0.0209 -0.2015 -0.2346 0.10
H 0.20273 3.10830 -7.31699 0.0572 -0.1662 0.0584 0.10
H 0.79311 1.43091 -9.04975 0.0634 -0.0721 0.2572 0.10
H 4.07599 -4.14318 -10.65459 0.1831 -0.2325 0.1173 0.10
H 5.48253 -5.55600 -12.14006 0.0254 -0.0326 0.3348 0.10
H 7.17845 -7.10170 -11.15653 -0.1442 0.1645 0.1558 0.10
H 7.43856 -7.24281 -8.67546 -0.2407 0.1477 -0.1656 0.10
H 5.99589 -5.87335 -7.18966 0.0034 0.0044 -0.3566 0.10
H 3.06273 -5.53217 -5.68845 0.2621 0.1362 0.1289 0.10
H 3.97616 -6.01409 -3.42726 0.0740 0.1351 -0.0297 0.10
H 5.95286 -4.75950 -2.57149 -0.1162 0.0868 -0.2532 0.10
H 6.96356 -2.96319 -3.97185 -0.1841 -0.0810 -0.0297 0.10
H 6.03715 -2.44228 -6.20790 -0.0482 -0.2506 0.1653 0.09
O -1.62187 -1.38067 1.35301 -0.3020 1.1343 -0.5495 -0.31
Cl -1.80743 -0.22230 0.51871 1.1766 1.1523 0.4784 0.72
O -2.18831 0.96993 1.26137 0.6398 -1.7478 -1.2834 -0.29
O -0.49338 0.01301 -0.27915 -2.3262 -0.3992 1.4150 -0.52
O -2.80957 -0.52988 -0.54361 0.2332 0.2205 0.7603 -0.50
```
Positions in Å, forces in eV/Å.

The HOMO-LUMO gap (alpha / beta) comes out at 6.7 / 6.8 eV. The value obtained for the HOMO energy (alpha / beta) is -7.5 / -7.5 eV. The spin multiplicity is 8. The LUMO energy (alpha / beta) is -0.762 / -0.718 eV. The total energy is -95502.22472 eV.